No. 1
{
  "formula": "C36H49BN9",
  "method": "ωB97M-V/def2-TZVPD",
  "symbols": ["B", "H", "H", "H", "H", "N", "C", "C", "C", "C", "H", "H", "H", "H", "H", "N", "C", "C", "C", "C", "H", "H", "H", "H", "H", "N", "C", "C", "C", "C", "H", "H", "H", "H", "H", "N", "C", "C", "C", "C", "H", "H", "H", "H", "H", "N", "C", "C", "C", "C", "H", "H", "H", "H", "H", "N", "C", "C", "C", "C", "H", "H", "H", "H", "H", "N", "C", "C", "C", "C", "H", "H", "H", "H", "H", "N", "C", "C", "C", "C", "H", "H", "H", "H", "H", "N", "C", "C", "C", "C", "H", "H", "H", "H", "H"],
  "coordinates": [[0.2084, -0.8157, -0.1505], [-0.1235, -0.8003, 0.9949], [-0.5480, -0.2601, -0.8442], [1.4209, -0.2873, -0.5688], [0.1521, -2.1365, -0.4120], [-4.8085, -1.4620, 0.4582], [-4.0153, -2.2292, -0.3966], [-4.8537, -3.4855, -0.9023], [-6.3061, -3.2651, -0.4263], [-6.2029, -2.0228, 0.4312], [-4.8359, -0.4672, 0.7851], [-2.9368, -1.8521, -0.5429], [-4.4723, -4.2260, -1.4744], [-7.2645, -3.9917, -0.4417], [-6.9163, -1.4760, 0.8675], [-0.6347, 4.8886, 1.3157], [0.2084, 5.1092, 0.2306], [0.4567, 3.7506, -0.4276], [-0.3126, 2.7570, 0.4682], [-1.0195, 3.6757, 1.4520], [-0.8180, 5.6767, 1.8961], [0.6127, 5.9941, 0.2118], [1.0842, 3.6967, -1.2547], [-0.0260, 1.6793, 0.2343], [-1.8725, 3.4414, 2.2896], [2.2470, 1.2767, 4.0164], [1.7210, 1.8780, 2.9466], [1.7271, 3.4047, 3.1324], [2.5234, 3.5531, 4.4497], [2.7595, 2.0410, 4.9964], [2.2258, 0.3851, 4.0044], [1.4005, 1.1374, 1.9589], [1.3327, 4.1309, 2.2696], [2.7904, 4.5098, 4.9087], [3.2175, 1.6085, 5.9046], [1.2459, -1.5834, -3.2233], [1.2136, -0.6225, -4.2184], [1.6358, -1.2245, -5.5004], [2.1747, -2.6014, -5.0971], [1.7763, -2.7722, -3.5384], [0.7669, -1.1730, -2.2525], [0.6357, 0.1504, -3.9903], [1.6027, -0.7245, -6.6103], [2.5629, -3.4873, -5.5286], [1.8691, -3.8618, -3.1427], [-4.0017, 0.6940, 2.7905], [-3.0943, 0.7289, 1.7707], [-3.8370, 1.4917, 0.6238], [-5.1725, 1.6029, 1.0877], [-5.2730, 1.1657, 2.5370], [-3.7312, 0.4588, 3.6907], [-1.9749, 0.3882, 1.8232], [-3.3105, 1.4362, -0.3508], [-5.9424, 2.0869, 0.5010], [-5.9428, 1.1059, 3.4490], [4.9834, 2.1150, -1.9163], [5.8412, 3.2304, -1.6855], [4.9597, 4.0463, -0.6991], [3.7007, 3.2253, -0.3272], [3.6908, 2.0593, -1.3382], [5.2904, 1.3695, -2.5509], [6.7359, 3.3842, -1.9166], [5.3019, 4.9338, -0.3967], [2.9649, 3.1749, 0.3066], [2.9698, 1.2206, -1.3688], [-2.1495, 0.6410, -2.7263], [-2.3249, 2.0793, -2.6407], [-2.5904, 2.5851, -4.0659], [-2.5141, 1.3340, -4.9413], [-2.1688, 0.2013, -4.0271], [-1.9451, -0.0038, -2.0063], [-1.9338, 2.5863, -1.7397], [-2.5236, 3.6469, -4.3282], [-2.9677, 1.4452, -5.9890], [-2.0730, -0.8395, -4.2659], [-0.8368, -3.6808, 2.0430], [0.0500, -4.6374, 2.3427], [-0.5662, -5.7973, 3.0204], [-2.1272, -5.3001, 3.0668], [-2.1792, -4.0487, 2.3164], [-0.6974, -2.9409, 1.3094], [1.2215, -4.5777, 2.0773], [-0.1575, -6.6128, 3.5810], [-2.9326, -5.8610, 3.5354], [-2.8279, -3.4262, 1.9103], [3.5736, -2.2062, 0.3727], [3.9618, -3.5048, 0.2597], [5.5190, -3.4371, 0.8352], [5.7981, -1.9511, 1.1299], [4.5689, -1.2406, 0.7376], [2.5929, -1.9316, -0.0580], [3.4543, -4.3648, -0.0395], [6.1718, -4.4028, 0.8506], [6.7374, -1.4222, 1.4002], [4.1031, -0.1671, 0.7303]],
  "mulliken_charge": [3.41, -0.54, -1.04, -0.89, -0.45, -0.09, -0.56, -0.90, -0.50, -0.69, 0.61, 0.60, 0.52, 0.26, 0.51, 0.12, -1.03, -0.52, 0.97, -0.94, 0.20, 0.54, 0.75, -0.46, 0.09, 0.02, 0.23, 0.08, -0.71, -0.56, 0.08, -0.05, 0.12, 0.35, 0.36, 0.24, -0.84, -0.63, -0.58, -0.07, -0.23, 0.87, 0.22, 0.38, 0.31, 0.03, -0.28, 0.63, -0.70, -0.44, 0.20, 0.15, -0.08, 0.34, 0.37, -0.06, -0.67, -0.99, -0.45, -0.85, 0.26, 0.58, 0.56, 0.92, 0.56, 0.39, -0.31, -0.71, -0.63, -0.37, -0.08, 0.30, 0.36, 0.30, 0.48, 0.03, -0.03, -0.74, -0.56, -0.30, 0.20, 0.23, 0.38, 0.37, 0.25, 0.16, -0.41, -0.50, -0.67, -0.06, -0.01, 0.51, 0.27, 0.35, 0.19],
  "relative_energy_kcal_mol": 110.49,
  "max_force_ev_per_a": 15.75,
  "charge": -1
}



No. 2
{
  "formula": "C36H49BrFIN5ORe",
  "method": "ωB97M-V/def2-TZVPD",
  "symbols": ["Re", "C", "C", "C", "C", "C", "C", "C", "C", "C", "C", "C", "C", "N", "C", "C", "C", "C", "C", "C", "F", "H", "H", "H", "H", "H", "H", "H", "H", "H", "H", "H", "H", "H", "H", "H", "H", "H", "H", "H", "H", "H", "C", "C", "N", "C", "C", "N", "C", "C", "H", "H", "H", "H", "H", "H", "H", "H", "H", "H", "H", "H", "Br", "C", "C", "C", "C", "C", "C", "I", "H", "H", "H", "H", "C", "N", "C", "C", "C", "N", "C", "C", "O", "H", "H", "H", "H", "H", "H", "H", "H", "H", "H", "H", "H"],
  "coordinates": [[1.0531, 1.0639, 0.0907], [2.0013, 0.2608, -3.0318], [3.4106, 0.1832, -2.5282], [3.9308, -1.2878, -2.6366], [3.8781, 0.7295, -1.1614], [5.2108, 1.1110, -1.1097], [5.8566, 1.3818, 0.1090], [5.0820, 1.0920, 1.2447], [3.8142, 0.5504, 1.3050], [3.2920, -0.0708, 2.5359], [3.1207, 0.9775, 3.6151], [4.2434, -1.0877, 3.1543], [3.1575, 0.4046, 0.0217], [1.9999, -0.4455, -0.1147], [1.9074, -1.8294, -0.4102], [2.9637, -2.6723, -0.0317], [3.0339, -3.9589, -0.5204], [1.9415, -4.4749, -1.2769], [0.7948, -3.6918, -1.5530], [0.8271, -2.3664, -1.1407], [-0.2421, -1.5445, -1.2039], [2.0235, -0.1192, -4.0735], [1.6559, 1.3224, -2.9589], [1.2687, -0.3925, -2.5544], [4.0348, 0.7755, -3.2858], [3.1514, -2.0299, -2.8948], [4.4450, -1.7064, -1.6629], [4.6998, -1.3953, -3.4334], [5.7792, 1.2861, -2.0061], [6.9247, 1.3888, 0.1034], [5.4980, 1.2430, 2.2134], [2.3574, -0.6245, 2.3468], [4.1304, 1.1969, 3.9853], [2.4918, 0.5946, 4.4507], [2.7504, 1.9170, 3.1757], [5.0678, -0.6769, 3.7690], [4.7461, -1.8390, 2.4793], [3.7133, -1.7512, 3.8858], [3.7818, -2.2282, 0.5396], [3.7878, -4.6486, -0.2602], [1.9426, -5.4746, -1.6667], [-0.0481, -4.1387, -2.0803], [-0.4574, 2.9061, -1.7767], [-0.8316, 4.2476, -2.4653], [-0.2591, 5.4258, -1.6686], [-0.8128, 5.2935, -0.2434], [-0.3003, 3.9353, 0.3393], [0.4582, 3.1152, -0.6336], [1.6538, 3.9022, -1.1093], [1.2166, 5.2821, -1.6901], [-0.0576, 2.2133, -2.5672], [-1.3362, 2.4093, -1.4078], [-1.8940, 4.3674, -2.5871], [-0.4668, 4.2032, -3.5109], [-1.9687, 5.2430, -0.3470], [-0.5190, 6.1804, 0.3061], [-1.1109, 3.3074, 0.7347], [0.3563, 4.1319, 1.2027], [2.1828, 3.3134, -1.8634], [2.2727, 4.0342, -0.2411], [1.4035, 5.4177, -2.7715], [1.6483, 6.1466, -1.1842], [-3.2838, -4.5849, 0.1421], [-5.0286, -5.1243, -0.4805], [-5.9160, -5.6983, 0.4173], [-7.2827, -5.7126, 0.1579], [-7.7192, -5.2296, -1.0660], [-6.8289, -4.6828, -2.0251], [-5.4706, -4.6860, -1.7434], [-4.1055, -3.7972, -3.0192], [-5.4262, -6.1187, 1.2734], [-8.0034, -6.1455, 0.8534], [-8.7854, -5.3193, -1.3094], [-7.2795, -4.2319, -2.9533], [-1.1390, 1.6493, 3.4241], [-2.1839, 1.0204, 2.6086], [-3.4224, 0.7680, 3.2932], [-4.1061, -0.4908, 2.7438], [-4.2012, -0.3292, 1.2540], [-2.9791, 0.1433, 0.6456], [-3.0738, -0.0216, -0.8325], [-2.0429, 0.8566, 1.2896], [-0.9347, 1.1602, 0.6893], [-0.1368, 1.1497, 3.1748], [-1.3288, 1.5880, 4.5124], [-0.9945, 2.6580, 3.0415], [-4.0810, 1.7211, 3.2239], [-3.1817, 0.5988, 4.3841], [-5.1291, -0.5732, 3.0739], [-3.6727, -1.4229, 3.0465], [-5.0148, 0.3834, 0.9682], [-4.4367, -1.3375, 0.8881], [-3.4961, -1.0427, -1.0334], [-2.1405, 0.1007, -1.3599], [-3.8321, 0.6520, -1.2281]],
  "lowdin_spin": [2.90, 0.02, 0.00, 0.00, -0.01, 0.01, -0.03, 0.01, 0.01, 0.01, 0.00, 0.00, 0.02, -0.11, 0.00, -0.04, 0.00, -0.06, 0.01, -0.04, 0.00, 0.00, 0.00, 0.00, 0.00, 0.00, 0.00, 0.00, 0.00, 0.00, 0.00, 0.01, 0.00, 0.00, 0.00, 0.00, 0.00, 0.00, 0.00, 0.00, 0.00, 0.00, 0.01, 0.00, 0.01, 0.00, 0.01, 0.04, 0.01, 0.00, 0.00, 0.00, 0.00, 0.00, 0.00, 0.00, 0.00, 0.00, 0.00, 0.00, 0.00, 0.00, 0.00, 0.00, 0.00, 0.00, 0.00, 0.00, 0.00, 0.00, 0.00, 0.00, 0.00, 0.00, 0.00, 0.01, 0.00, 0.00, 0.00, 0.01, 0.00, 0.01, 0.13, 0.00, 0.00, 0.00, 0.00, 0.00, 0.00, 0.00, 0.00, 0.00, 0.00, 0.00, 0.00],
  "spin_multiplicity": 4,
  "relative_energy_kcal_mol": 48.87,
  "max_force_ev_per_a": 4.55,
  "charge": 3
}



No. 3
{
  "formula": "C36H49N4O10SSiTa",
  "method": "ωB97M-V/def2-TZVPD",
  "symbols": ["Ta", "O", "C", "O", "C", "C", "C", "C", "C", "N", "C", "O", "O", "H", "H", "H", "H", "H", "O", "C", "O", "C", "C", "C", "C", "C", "N", "H", "H", "H", "H", "C", "C", "C", "C", "C", "C", "C", "S", "O", "O", "N", "C", "C", "C", "O", "O", "H", "H", "H", "H", "H", "H", "H", "H", "H", "H", "H", "H", "N", "C", "H", "C", "C", "C", "C", "Si", "C", "C", "C", "C", "C", "C", "C", "C", "H", "H", "H", "H", "H", "H", "H", "H", "H", "H", "H", "H", "H", "H", "H", "H", "H", "H", "H", "H", "H", "H", "H", "H", "H", "H", "H"],
  "coordinates": [[0.4553, -0.9158, 0.3163], [0.4819, -0.0071, 4.4902], [0.4527, -0.5623, 3.3073], [0.2393, 0.1100, 2.2632], [0.5819, -1.9615, 3.1568], [0.6047, -2.8852, 4.1698], [0.4214, -4.2478, 3.8971], [0.0442, -4.5814, 2.6181], [0.0042, -3.6241, 1.6001], [0.4573, -2.3071, 1.8020], [-0.6134, -3.7104, 0.3529], [-1.1111, -4.7851, -0.2376], [-0.6983, -2.6200, -0.2981], [0.4041, 0.9589, 4.4057], [0.7077, -2.5290, 5.1867], [0.4515, -4.9842, 4.6846], [-0.2737, -5.5957, 2.4055], [-1.0720, -5.5664, 0.3294], [-0.0769, -0.4494, -3.7819], [0.1279, -0.8703, -2.6891], [-0.6076, -0.4684, -1.6018], [1.2012, -1.8850, -2.4341], [1.8036, -2.5259, -3.4927], [2.8139, -3.4423, -3.2219], [3.1826, -3.6720, -1.9085], [2.5317, -2.9847, -0.8954], [1.5571, -2.1173, -1.1645], [1.4828, -2.2956, -4.4985], [3.3079, -3.9637, -4.0305], [3.9682, -4.3704, -1.6578], [2.7891, -3.1153, 0.1478], [1.9162, 2.0829, 6.9818], [2.4580, 2.4258, 5.6205], [2.0168, 3.5732, 4.9597], [2.5639, 3.9535, 3.7472], [3.5584, 3.1634, 3.1782], [4.0034, 2.0062, 3.8041], [3.4392, 1.6390, 5.0154], [4.4378, 3.8025, 1.8021], [4.1527, 5.1995, 1.7058], [5.7590, 3.2594, 1.8266], [3.6793, 3.1858, 0.3767], [4.4644, 2.1779, -0.3913], [4.3749, 0.7430, 0.1139], [3.0066, 0.1637, -0.1011], [2.3880, 0.3424, -1.1487], [2.4420, -0.5090, 0.8763], [0.8248, 2.0761, 6.9883], [2.2329, 2.8306, 7.7102], [2.2721, 1.1126, 7.3231], [1.2724, 4.2056, 5.4285], [2.2675, 4.8771, 3.2688], [4.8253, 1.4400, 3.3875], [3.8036, 0.7563, 5.5261], [3.6480, 4.0358, -0.1884], [5.5100, 2.4811, -0.4129], [4.0738, 2.2079, -1.4078], [4.6966, 0.6288, 1.1471], [5.0622, 0.1596, -0.5056], [1.0874, 2.4064, 0.3618], [0.5069, 1.4266, 0.1985], [2.0283, 2.9415, 0.4018], [-3.0011, -0.4174, 0.6448], [-3.2801, 0.5694, -0.4808], [-2.9176, 1.9624, 0.0618], [-4.8127, 0.5863, -0.6922], [-2.4707, 0.0749, -2.1583], [-2.2384, 1.5737, -3.3174], [-1.9923, 1.2521, -4.8046], [-3.5418, 2.4076, -3.2934], [-1.0715, 2.4441, -2.8241], [-3.2546, -1.4863, -2.9282], [-3.6915, -2.5527, -1.9120], [-2.3779, -2.2014, -3.9670], [-4.5311, -0.9938, -3.6526], [-3.6535, -0.1916, 1.4938], [-1.9910, -0.2768, 1.0665], [-3.1232, -1.4621, 0.3807], [-3.4303, 2.0988, 1.0192], [-3.2344, 2.7754, -0.5848], [-1.8563, 2.0873, 0.2497], [-5.2792, 0.9304, 0.2353], [-5.2278, -0.3941, -0.9151], [-5.1187, 1.2738, -1.4786], [-2.8043, 0.6874, -5.2573], [-1.0603, 0.7275, -4.9853], [-1.9427, 2.2056, -5.3368], [-4.4046, 1.8391, -3.6428], [-3.4130, 3.2426, -3.9860], [-3.7833, 2.8356, -2.3240], [-0.1211, 1.9081, -2.8509], [-1.2283, 2.8309, -1.8173], [-0.9758, 3.3062, -3.4897], [-2.8515, -2.9570, -1.3547], [-4.1387, -3.3807, -2.4690], [-4.4491, -2.2023, -1.2124], [-1.5461, -2.7326, -3.4991], [-1.9825, -1.5378, -4.7327], [-2.9950, -2.9562, -4.4615], [-5.2291, -0.4735, -2.9971], [-5.0521, -1.8735, -4.0393], [-4.3181, -0.3498, -4.5017]],
  "mulliken_charge": [1.72, -0.53, 0.27, -0.58, 0.19, -0.43, -1.14, -0.84, 0.85, 0.41, 0.59, -0.44, -0.99, 0.33, 0.57, 0.47, 0.35, 0.28, -0.59, 0.23, 1.49, 0.14, -0.24, -0.82, -0.97, -0.37, 0.38, 0.64, 0.51, 0.53, 0.46, -1.50, 0.33, -0.43, -0.51, 0.24, -0.51, -0.64, 1.46, -0.74, -0.65, -0.90, -1.34, -0.30, 0.37, -0.37, -0.99, 0.32, 0.42, 0.37, 0.47, 0.52, 0.52, 0.42, 0.38, 0.48, 0.75, 0.19, 0.34, 0.17, -0.08, 0.35, -2.17, 2.73, -1.66, -1.87, -2.86, 2.50, -1.65, -1.64, -1.75, 2.86, -1.78, -1.74, -1.59, 0.70, 0.74, 0.21, 0.58, 0.28, 0.08, 0.66, 0.37, 0.36, 0.33, 0.25, 0.64, 0.30, 0.63, 0.29, 0.21, 0.31, 0.59, 0.13, 0.67, 0.26, 0.19, 0.27, 0.71, 0.32, 0.64, 0.30],
  "relative_energy_kcal_mol": 0.00,
  "max_force_ev_per_a": 1.24,
  "charge": 2
}